Here is a molecular structure, C34H85BrClN12O8P5 in a non-equilibrium geometry from the Open Molecules 2025 dataset. Energies are from wB97M-V/def2-TZVPD.

Results
* multiplicity: 1
* ΔE to the lowest compared entry with this formula, charge and spin: 0.0000 eV
* molecular weight: 1060.357 Da
* E: -7346.39717 Eh

Each line ends with the Mulliken charge.
Atoms and positions in Å:
H: -1.6177 5.1070 1.2010  0.296
H: 5.7328 7.0144 -2.5224  0.477
H: -2.9760 0.9712 -0.9262  0.235
H: -8.1191 -4.6404 0.8554  0.239
H: 6.9363 4.5423 -1.5600  0.163
H: -2.3903 -1.4104 0.7049  0.293
H: -12.9894 -6.4942 -1.4877  0.383
H: 9.0788 6.6120 -1.2872  0.306
C: 0.5805 7.0070 -0.4785  -0.915
O: 2.7635 0.3489 2.2520  -0.615
C: 9.6698 -4.7985 1.2705  -1.065
P: 0.7222 1.9032 -0.9723  1.244
H: 7.4927 6.9866 -2.7993  0.423
H: 0.1698 8.0093 -0.4022  0.315
H: 4.4945 5.1200 -2.3666  0.202
O: 8.8893 -2.2329 0.9300  -0.812
N: 6.6880 -3.4292 2.5341  0.214
C: -11.3158 -6.0208 0.4867  -1.101
H: -1.6058 -0.0789 -1.2851  -0.009
H: -3.3855 -2.7551 0.2348  0.332
C: 5.0698 3.0397 -2.4694  -1.832
C: 6.9939 6.8889 -0.7421  -0.294
H: 10.6072 -4.3221 0.9607  0.321
C: 3.4801 2.6781 -0.4435  -0.471
C: -2.6693 0.0676 -1.4686  -0.899
N: -5.9087 -0.5045 -1.0400  0.434
Br: 4.6220 3.9804 0.4517  0.200
C: 2.8003 1.1941 1.3932  -0.545
O: -4.1800 -1.6737 -3.3832  -0.860
H: -8.7191 -3.3991 1.9763  0.374
H: 7.7772 4.9271 0.8175  0.133
H: -1.8768 6.4375 0.1120  0.368
H: 9.8567 -5.8588 1.4540  0.383
N: -9.5761 -3.2936 0.0830  0.567
H: 5.1246 4.5855 -3.9403  0.405
H: 8.9751 -4.7231 0.4365  0.329
O: 1.3517 4.9081 2.0807  -0.458
H: -5.5277 -1.3595 0.8730  0.229
H: 8.7123 -0.9881 5.3011  0.370
H: 9.1226 4.5321 -0.2514  0.281
N: 5.5750 -0.0862 -1.5299  -0.659
C: 6.6771 6.5743 -2.2039  -1.074
H: 10.8124 -3.5077 3.5821  0.400
C: 6.3055 -3.5078 3.9203  -0.708
H: 0.5729 -0.1165 -0.1637  0.268
N: 0.1090 6.1811 0.6389  -0.074
H: 6.3753 6.2727 -0.0866  -0.046
H: 8.7985 7.4333 0.2625  0.360
H: -7.6605 -2.4088 -0.0888  0.016
H: 5.9192 -2.5590 4.3138  0.244
C: -6.2341 -3.5428 -2.9434  -1.211
H: -4.2231 -4.1923 -0.9964  0.361
C: 10.0634 -4.3097 3.5702  -1.129
C: 1.6116 4.3654 -0.2460  -1.445
H: -5.3280 -3.5032 0.2213  0.321
H: 7.1327 -3.8257 4.5538  0.172
C: -1.1997 5.6140 0.3329  -0.921
H: 9.5653 -4.3477 4.5413  0.289
H: -10.2776 -6.3683 0.4108  0.389
H: -12.4154 -5.2297 -2.5704  0.334
H: -1.2086 4.9609 -0.5519  0.341
C: -8.6890 -2.2413 -0.3986  -1.036
N: -5.7103 -2.8481 -1.7636  0.649
H: 1.6658 7.0886 -0.4578  0.364
H: -5.0308 0.3270 0.7096  0.207
H: -6.5526 -2.8339 -3.7059  0.347
H: 5.5219 -4.2640 4.0107  0.353
O: 1.0319 0.3418 -0.8806  -0.532
H: 6.6879 -0.2079 3.3068  0.275
C: -2.7480 -1.9758 -0.1656  -1.089
H: 5.4931 -0.1069 -2.5392  0.251
C: -12.2747 -1.4506 -1.3927  -0.913
C: 5.2640 4.5251 -2.8614  -0.580
H: 2.4585 4.9239 -0.6320  0.436
H: -12.2893 -1.7670 -2.4365  0.302
H: -6.7482 -0.1155 0.8037  0.462
C: 1.0443 5.1285 0.9458  0.114
H: -7.2662 1.1146 -1.0864  0.328
C: 7.7209 -0.2925 2.9454  -1.364
H: 6.7336 7.9286 -0.5410  0.395
H: -11.5206 -0.6569 -1.2933  0.283
H: -5.4934 -4.2088 -3.4021  0.321
H: -11.3296 -6.5433 -2.1275  0.308
H: 1.0536 1.9268 1.6634  0.482
H: 10.5952 -5.2582 3.4814  0.383
N: 9.1088 -4.2015 2.4795  0.158
H: 5.1796 2.4614 -3.3872  0.519
N: 8.3124 -1.5635 3.3416  0.374
C: 3.6528 2.7310 -1.9562  -0.850
H: -5.9065 -4.7207 -0.8728  0.459
H: -12.0024 -3.1500 1.5111  0.169
P: -4.8249 -1.4128 -2.0717  0.442
O: -0.6366 2.1246 -0.1343  -0.405
P: -10.8143 -3.6911 -1.0285  0.349
C: 8.7027 5.3069 0.3866  -0.908
H: -9.0097 -1.2616 -0.0143  0.212
H: -2.7834 0.2648 -2.5368  0.427
H: 2.9831 3.4741 -2.3869  0.558
H: -11.3853 -1.5199 1.2012  0.238
H: -6.5697 0.6936 -2.6468  0.380
H: -8.6758 -2.1843 -1.4885  0.434
C: 8.4705 6.6223 -0.3852  -0.490
P: 4.1702 -0.1949 -0.8590  0.367
H: -13.1201 -1.8757 1.0559  0.376
H: 7.7054 -0.1836 1.8581  0.408
N: -3.4579 -1.0815 -1.0517  0.325
C: -12.1226 -5.8857 -1.7530  -1.036
N: -11.7088 -5.1166 -0.5819  0.185
C: 3.7880 1.2752 0.2351  1.184
H: -9.7200 -4.7629 1.5927  0.341
H: -11.9619 -6.8994 0.4612  0.388
H: -13.2528 -1.0215 -1.1686  0.351
H: 4.1264 -1.2534 0.0579  -0.114
H: 3.1509 -0.3124 -1.8078  0.063
H: -5.5941 1.5776 -1.4643  0.294
Cl: 5.3576 1.3234 1.1181  -0.179
C: -12.1174 -2.2713 0.8779  -0.769
H: 8.2903 0.5484 3.3436  0.411
H: 9.3983 5.4518 1.2110  0.355
C: 6.6554 5.0482 -2.4827  -0.389
H: 5.8814 -3.1672 0.6081  0.346
H: -7.1068 -4.1286 -2.6490  0.398
P: 8.1947 -2.7606 2.1221  0.398
O: -10.1482 -4.1120 -2.2814  -0.782
H: 10.1173 -0.8584 4.2215  0.333
H: -1.8803 -2.4547 -0.6445  0.339
H: -11.4727 -5.5756 1.4713  0.275
H: 5.8455 2.6907 -1.7936  0.632
H: 0.8541 4.4129 -1.0311  0.467
C: -5.7797 -0.4138 0.3943  -1.054
N: 1.9391 2.2981 1.3360  -0.074
H: 4.7584 -3.8329 1.7895  0.392
H: 9.5546 -2.4242 4.8149  0.319
C: -6.3491 0.7856 -1.5804  -1.124
C: 9.2283 -1.4591 4.4570  -1.063
N: -12.0118 -2.5963 -0.5208  0.180
C: -5.2497 -3.8523 -0.8124  -1.377
H: 7.3615 4.8052 -3.2736  0.415
O: 0.5915 2.3018 -2.3715  -0.800
H: -0.5094 2.7701 0.5722  0.378
H: 0.3289 6.5586 -1.4473  0.343
C: 5.5652 -3.1101 1.6518  -1.031
H: 5.1578 -2.1028 1.8268  0.324
C: 1.9668 2.8714 -0.0235  0.921
H: 3.3410 1.7799 -2.3846  0.643
C: -9.0092 -4.0732 1.1621  -1.039